Density functional theory data (ωB97M-V with the def2-TZVPD basis set) for a 13-piece molecular cluster, C19H64N10O13 overall at a distorted geometry.

As for the HOMO energy: -8.42 eV. For the LUMO energy, the calculation gives 0.033 eV. As for the charge: 0. For the energy above the lowest of the compared OMol25 structures with the same formula, charge and spin, the calculation gives 0.485 eV. The spin multiplicity is 1. As for the HOMO-LUMO gap: 0.31072 hartree.

Geometry as XYZ:
```
106
Properties=species:S:1:pos:R:3:mulliken_charge:R:1
O -17.4588 -14.8143 -2.7046 -0.66
O -15.9543 -18.7480 -2.7914 -0.85
O -11.5558 -16.4811 4.1523 -0.70
O -17.3729 -16.2087 5.2787 -0.80
O -20.4830 -18.8347 2.4490 -0.29
O -15.7683 -15.8569 1.4484 -0.47
O -17.6695 -21.9759 2.9075 -0.58
O -21.3529 -16.4243 -0.1252 -0.64
O -12.4428 -12.2763 -1.8698 -0.52
O -19.8000 -15.3342 2.4907 -0.36
O -15.5252 -12.1436 2.5240 -0.75
O -14.9474 -17.2210 4.8558 -0.56
O -14.8188 -19.1790 0.3248 -0.76
N -18.0534 -19.8851 -2.9157 -0.35
N -16.2759 -14.0766 3.6120 0.23
N -10.8027 -18.5139 3.1681 -0.38
N -16.9093 -19.9763 -1.0995 -0.11
N -18.8983 -17.1065 6.9608 -0.44
N -19.4978 -17.0941 4.8250 0.09
N -16.8182 -12.0851 4.4943 -0.41
N -13.3944 -17.3478 0.8370 -0.27
N -12.9216 -18.2092 3.4484 -0.30
N -14.0805 -17.4955 -1.2137 0.02
C -17.4989 -17.6859 1.1496 2.67
C -13.8362 -12.3665 -1.7446 -0.55
C -13.8282 -17.9840 6.9303 -1.43
C -11.7399 -17.7298 3.5881 0.55
C -22.3587 -17.4434 3.0628 -1.02
C -17.5050 -19.8597 4.0721 0.34
C -20.3695 -18.2121 -1.1577 -0.63
C -16.8191 -20.8466 3.1360 -0.05
C -16.4628 -16.9742 2.0428 0.07
C -14.1688 -13.8505 -1.8994 -0.25
C -19.4285 -14.6142 1.3683 -0.22
C -16.1465 -12.7715 3.5635 0.65
C -14.8356 -18.3000 5.8067 -0.32
C -21.8746 -18.6591 2.4066 -0.16
C -14.0616 -18.0676 -0.0548 0.24
C -18.5573 -16.8596 5.6780 0.38
C -20.4836 -16.6830 -1.2296 0.10
C -16.9503 -15.8102 -1.8686 -0.99
C -17.0080 -19.4753 -2.2877 0.50
H -13.2487 -16.9434 -1.4071 0.24
H -16.8592 -11.0299 4.4162 0.25
H -20.8402 -16.2811 -2.1185 0.58
H -14.7592 -17.8504 -1.9051 0.22
H -15.9146 -21.2333 3.6219 0.49
H -15.7714 -16.7263 5.0370 0.33
H -14.3869 -11.7145 -2.4164 0.36
H -13.6045 -17.6800 4.0520 0.11
H -16.7849 -19.0649 4.0260 -0.31
H -12.8508 -17.5993 6.5120 0.23
H -19.4736 -18.5191 -0.6036 -0.09
H -10.9613 -19.3438 2.6117 0.20
H -13.1189 -19.2338 3.2499 0.22
H -18.4815 -17.1907 1.2617 -0.79
H -22.2162 -19.5761 2.9955 0.38
H -13.8874 -14.3447 -0.9967 0.06
H -17.1736 -15.5020 -0.8663 0.53
H -20.1003 -17.8600 4.8338 0.19
H -20.0652 -14.6718 3.1314 0.26
H -23.3016 -17.1368 2.6455 0.40
H -15.0127 -16.1872 0.9015 0.11
H -17.3424 -12.6082 5.2604 0.18
H -19.5506 -16.1313 -1.1183 -0.16
H -15.7420 -17.6658 2.4284 -0.39
H -16.8449 -14.5598 4.3235 0.03
H -15.7860 -18.4883 6.1631 0.52
H -18.8650 -20.3552 -2.4633 0.24
H -14.1092 -12.0386 -0.7644 0.31
H -20.8231 -16.4582 0.6432 0.02
H -14.4471 -19.1330 5.2795 0.38
H -20.2647 -18.6666 -2.1748 0.31
H -13.3487 -17.6809 1.8392 0.05
H -18.9003 -15.2420 0.7094 -0.31
H -17.1986 -22.6795 2.5164 0.31
H -16.9941 -16.6042 2.8450 -0.02
H -17.4642 -16.6980 -1.9619 0.24
H -17.7486 -20.1763 5.0640 0.82
H -17.0063 -17.5775 0.1286 -1.13
H -20.2541 -19.5857 1.9402 0.13
H -12.7445 -16.5461 0.6663 0.27
H -15.9499 -14.5624 2.8037 -0.07
H -12.2530 -11.3574 -2.0968 0.30
H -18.1536 -19.4766 -3.8140 0.27
H -17.6221 -20.5860 -0.6179 0.16
H -22.2761 -18.6435 1.3546 0.24
H -18.1839 -16.8881 7.6837 0.30
H -16.0811 -19.7690 -0.4979 0.11
H -21.7675 -16.6452 2.7770 0.06
H -13.4845 -18.8236 7.5137 0.44
H -16.4568 -20.3127 2.2808 -0.22
H -17.2818 -13.9682 -2.2859 0.38
H -18.6223 -13.9619 1.7638 0.22
H -22.2731 -17.4616 4.1484 0.35
H -17.6209 -18.7129 1.4211 0.23
H -13.5871 -14.3289 -2.7802 0.34
H -14.3281 -17.3186 7.6638 0.31
H -21.1864 -18.6486 -0.6167 0.34
H -20.2397 -14.0395 0.8589 0.26
H -9.8949 -18.0860 3.0579 0.29
H -19.3645 -16.7330 3.8632 -0.24
H -18.3602 -19.5445 3.5444 -0.53
H -15.9182 -15.9304 -2.0099 0.51
H -19.7817 -17.5149 7.3387 0.20
H -15.2088 -13.9817 -2.1348 -0.06
```



Density functional theory data (ωB97M-V with the def2-TZVPD basis set) for a 13-piece molecular cluster, C19H64O13 overall at a distorted geometry.

As for the HOMO energy: -9.62 eV. For the LUMO energy, the calculation gives 0.278 eV. As for the charge: 0. For the energy above the lowest of the compared OMol25 structures with the same formula, charge and spin, the calculation gives 2.250 eV. The spin multiplicity is 1. As for the HOMO-LUMO gap: 0.36390 hartree.

Geometry as XYZ:
```
96
Properties=species:S:1:pos:R:3:mulliken_charge:R:1
O 5.5801 -2.4893 0.1596 -0.53
O -3.4434 -2.9292 5.9319 -0.54
O 1.3276 -2.0894 2.4563 -0.35
O -6.5896 0.8216 1.0119 -0.53
O -3.0036 3.9447 2.6808 -0.61
O 0.5820 -4.3868 -2.4846 -0.54
O 5.2011 2.2803 -3.8629 -0.55
O 3.7525 1.7272 2.8541 -0.58
O -0.6502 -0.7911 0.8717 -0.33
O -0.1885 -0.5063 -6.1920 -0.55
O 1.1877 3.8916 0.1218 -0.45
O -2.7261 -1.3559 -0.7854 -0.58
O -3.0315 0.1277 -3.0352 -0.49
C -0.2621 0.4570 0.3013 0.41
C 0.9436 0.3231 -0.6062 0.07
C 4.0875 0.3850 2.5343 0.79
C 2.9580 2.9054 -3.5671 -0.62
C 5.0628 -1.8245 -0.9654 -0.35
C -2.0722 3.5277 1.6589 -0.20
C -4.3003 0.2661 1.5266 0.03
C 4.1474 2.1541 -2.9302 0.04
C -2.8220 -1.4152 4.2535 -0.28
C -0.5621 0.6849 -5.5017 -0.52
C -2.5649 -2.7521 4.8495 -0.37
C 1.0558 -2.2254 3.8318 -0.38
C -0.1418 0.4804 -4.0819 -0.57
C 1.7087 -4.1144 -1.6478 -0.27
C -2.7126 -2.7054 -1.2270 -0.79
C -3.3981 1.4191 -2.5637 -0.41
C 4.5526 -0.3699 3.7445 -1.32
C -5.7357 -0.2054 1.4996 -0.66
C 0.1847 3.9868 -0.8907 -0.30
H 1.0372 -3.2859 4.0830 0.39
H 2.0956 2.8806 -2.9000 -0.16
H 0.6300 -3.8779 -3.2979 0.31
H -6.0833 -0.5256 2.4843 0.38
H 2.0011 -2.7543 2.2919 0.21
H -3.7939 -1.4343 3.7621 0.24
H 5.6130 -0.9178 -1.2231 0.32
H 2.6885 -4.5338 -1.8799 0.33
H -2.7766 -3.5137 4.0997 0.29
H -2.7052 -0.6461 5.0175 0.37
H -2.0525 -1.2596 -0.1019 0.17
H 1.8161 -1.7195 4.4294 0.19
H 0.1344 -1.6910 4.0587 -0.09
H -2.0588 -1.2051 3.5022 -0.21
H -2.8215 -0.4225 -2.2712 0.52
H 0.9006 -0.4817 -1.3402 0.08
H 6.5246 -2.5983 0.0252 0.29
H -2.6813 3.1282 0.8488 0.12
H -4.0998 0.9527 2.3495 0.38
H 0.0591 1.4492 -5.9723 0.26
H 3.6866 2.2656 2.0620 0.29
H 1.1314 1.2680 -1.1178 -0.20
H -1.6213 0.9139 -5.6217 0.33
H -4.2210 1.4061 -1.8472 0.25
H 3.1787 -0.0592 2.1232 -0.35
H -0.4803 -0.3645 -7.0963 0.30
H 1.8894 0.1543 -0.0883 -0.12
H 4.7584 0.4281 1.6748 0.20
H 0.6412 4.0361 -1.8791 0.18
H 0.9567 4.4762 0.8470 0.30
H -0.4229 3.0810 -0.8844 -0.11
H 2.6526 2.3699 -4.4658 0.26
H -0.5505 -0.4066 -3.5973 0.17
H -3.4672 -2.9448 -1.9746 0.31
H 3.8982 1.1238 -2.6734 0.11
H -4.0193 0.7241 0.5789 -0.07
H -3.2125 -2.2955 6.6154 0.31
H -7.5154 0.5729 1.0604 0.30
H 4.4397 -1.4359 3.5460 0.30
H 5.1338 -2.4351 -1.8674 0.44
H -5.8969 -1.1244 0.9330 0.30
H 1.7707 -3.0344 -1.5102 -0.05
H 4.0173 -1.5551 -0.8184 -0.15
H -0.1248 1.1558 1.1281 0.05
H -2.8747 -3.3743 -0.3798 0.31
H 3.1757 3.9609 -3.7256 0.40
H -1.6819 -2.8827 -1.5372 0.25
H -3.7300 -0.6407 1.7259 -0.13
H 3.9955 -0.1509 4.6563 0.33
H -3.7081 2.0615 -3.3878 0.37
H 4.4780 2.6882 -2.0377 0.26
H 1.4308 -4.5979 -0.7109 0.22
H -3.8778 3.6039 2.4789 0.34
H -1.5386 4.4319 1.3649 0.23
H -1.5434 -2.7423 5.2321 0.27
H -2.5618 1.9243 -2.0756 -0.06
H -1.1345 0.8811 -0.1974 0.01
H -1.3121 2.8554 2.0570 0.15
H 5.9671 1.7199 -3.7204 0.28
H -0.4645 1.3070 -3.4481 0.08
H -0.4191 4.8770 -0.7163 0.43
H 0.9331 0.3171 -3.9948 0.50
H 0.1231 -1.1769 1.2965 0.03
H 5.5659 -0.1483 4.0809 0.37
```